1.
A gas-phase ion, C4H4N5O4 (charge +1) in a non-equilibrium geometry. Source: the OMol25 dataset; level of theory: ωB97M-V/def2-TZVPD.

The geometry in XYZ format:
```
17
Properties=species:S:1:pos:R:3:mulliken_charge:R:1
O 4.049 0.139 -0.371 -0.420
N 4.199 1.282 0.010 0.939
O 5.061 1.710 0.675 -0.457
C 2.988 1.864 -0.398 0.141
N 1.841 1.723 -0.111 0.055
C 0.579 1.740 0.014 -0.152
N -0.303 0.696 -0.081 -0.124
C -0.303 -0.602 0.146 -0.092
C 0.686 -1.631 0.228 0.013
N 1.920 -1.414 0.207 -0.216
N 3.019 -2.262 -0.038 0.928
O 3.396 -2.326 -1.153 -0.462
O 3.371 -2.814 0.966 -0.501
H 0.069 2.794 0.020 0.290
H -1.217 1.228 -0.060 0.317
H -1.262 -0.976 0.204 0.407
H 0.143 -2.565 0.451 0.335
```

Calculated values
E_tot	-19833.3137	eV
Kohn-Sham gap (spin up / spin down)	6.469 / 6.991	eV
LUMO (spin up / spin down)	-0.258 / -0.248	Ha
total charge	+1



2.
A gas-phase ion, C4H4NO2S (charge -1) in a non-equilibrium geometry. Source: the OMol25 dataset; level of theory: ωB97M-V/def2-TZVPD.

The geometry in XYZ format:
```
12
Properties=species:S:1:pos:R:3:mulliken_charge:R:1
C 0.149 -0.779 -0.049 -0.355
C -1.799 1.003 -0.242 -0.101
C 1.086 0.036 -0.636 0.716
C 0.121 -1.451 1.276 -0.636
N 0.720 1.327 -1.133 -0.330
O -2.919 1.177 0.190 -0.426
O 2.229 -0.343 -0.925 -0.717
S -0.900 2.155 -1.158 -0.071
H 1.226 -1.960 1.388 0.255
H -0.775 -2.160 1.179 0.198
H -0.221 -0.768 2.066 0.215
H 1.081 1.763 -1.956 0.253
```

Calculated values
E_tot	-20629.4141	eV
Kohn-Sham gap (spin up / spin down)	6.269 / 6.271	eV
energy above the lowest of the compared OMol25 structures with the same formula, charge and spin	108.8	kcal/mol
LUMO (spin up / spin down)	0.125 / 0.125	Ha
total charge	-1



3.
A molecular structure, C4H4NOP in a non-equilibrium geometry. Source: the OMol25 dataset; level of theory: ωB97M-V/def2-TZVPD.

The geometry in XYZ format:
```
11
Properties=species:S:1:pos:R:3:mulliken_charge:R:1
C -1.479 -0.935 -0.408 0.356
C 0.980 -0.603 -0.290 0.083
C -0.303 -0.512 -0.250 -0.187
C 1.895 0.490 0.176 -0.956
N -2.676 -0.975 -0.130 -0.454
O -3.289 1.508 -0.193 -0.400
P -3.236 0.368 0.731 0.370
H 1.492 -1.527 -0.597 0.298
H 2.863 0.107 0.744 0.284
H 1.329 1.050 0.864 0.332
H 2.424 1.030 -0.647 0.274
```

Calculated values
E_tot	-17036.3198	eV
Kohn-Sham gap	8.502	eV
energy above the lowest of the compared OMol25 structures with the same formula, charge and spin	42.5	kcal/mol
LUMO	-0.023	Ha



4.
A single C4H4NOP molecule in a non-equilibrium geometry. Source: the OMol25 dataset; level of theory: ωB97M-V/def2-TZVPD.

The geometry in XYZ format:
```
11
Properties=species:S:1:pos:R:3:mulliken_charge:R:1
O 0.544 1.260 2.748 -0.620
N 0.251 0.704 1.221 0.169
C -0.186 -0.537 1.127 -0.036
C -0.396 -1.107 -0.107 -0.410
C -0.164 -0.392 -1.283 -0.107
C 0.289 0.909 -1.289 -0.408
P 0.655 1.851 0.143 0.001
H -0.352 -1.063 2.057 0.407
H -0.746 -2.125 -0.154 0.346
H -0.345 -0.895 -2.223 0.346
H 0.451 1.395 -2.241 0.313
```

Calculated values
E_tot	-17035.2848	eV
Kohn-Sham gap (spin up / spin down)	7.822 / 7.823	eV
energy above the lowest of the compared OMol25 structures with the same formula, charge and spin	66.4	kcal/mol
LUMO (spin up / spin down)	-0.030 / -0.030	Ha



5.
A single C4H4NP molecule in a non-equilibrium geometry. Source: the OMol25 dataset; level of theory: ωB97M-V/def2-TZVPD.

The geometry in XYZ format:
```
10
Properties=species:S:1:pos:R:3:mulliken_charge:R:1
C 0.251 -2.135 0.309 -0.424
C 0.040 -0.969 -0.413 -0.338
C 0.152 0.252 0.002 1.096
C -0.025 -2.182 -1.217 -0.563
N 0.174 1.389 0.421 -0.228
P -0.453 2.459 1.542 -0.086
H 0.747 -2.535 -1.859 0.228
H -1.019 -2.654 -1.567 0.169
H -0.593 3.642 0.619 0.081
H 0.726 2.735 2.162 0.065
```

Calculated values
E_tot	-14985.3042	eV
Kohn-Sham gap	8.687	eV
energy above the lowest of the compared OMol25 structures with the same formula, charge and spin	75.2	kcal/mol
LUMO	-0.008	Ha



6.
2 unconnected molecules or ions with the total composition C4H4NP in a non-equilibrium geometry. Source: the OMol25 dataset; level of theory: ωB97M-V/def2-TZVPD.

The geometry in XYZ format:
```
10
Properties=species:S:1:pos:R:3:mulliken_charge:R:1
C -0.562 0.148 -0.521 -0.657
C 0.373 -0.904 -0.490 0.031
C -1.701 0.484 0.121 0.506
C 1.269 -1.742 -0.303 -0.472
N -2.803 0.798 0.505 -0.407
P 3.067 0.621 0.431 0.022
H -0.289 0.866 -1.349 0.320
H 1.899 -2.534 -0.514 0.420
H -3.105 1.360 1.256 0.290
H 1.852 0.902 0.865 -0.052
```

Calculated values
E_tot	-14984.8265	eV
Kohn-Sham gap (spin up / spin down)	7.063 / 6.959	eV
energy above the lowest of the compared OMol25 structures with the same formula, charge and spin	86.3	kcal/mol
LUMO (spin up / spin down)	-0.034 / -0.031	Ha



7.
A single C4H4O molecule in a non-equilibrium geometry. Source: the OMol25 dataset; level of theory: ωB97M-V/def2-TZVPD.

The geometry in XYZ format:
```
9
Properties=species:S:1:pos:R:3:mulliken_charge:R:1
C 1.143 -0.027 1.131 0.370
C 1.024 -0.537 2.525 -0.332
C 0.360 -0.279 -0.149 0.110
C -0.901 0.230 -0.566 -0.922
O 1.500 0.657 0.080 -0.396
H 0.664 -1.170 -0.676 0.325
H -1.483 0.826 0.146 0.297
H -1.641 -0.569 -1.033 0.293
H -0.665 0.870 -1.456 0.254
```

Calculated values
E_tot	-6253.2058	eV
Kohn-Sham gap	8.091	eV
energy above the lowest of the compared OMol25 structures with the same formula, charge and spin	142.4	kcal/mol
LUMO	-0.031	Ha



8.
A single C4H4O molecule. Source: the OMol25 dataset; level of theory: ωB97M-V/def2-TZVPD.

The geometry in XYZ format:
```
9
Properties=species:S:1:pos:R:3:mulliken_charge:R:1
C 1.631 0.284 -0.178 -0.443
C 0.453 0.817 -0.338 0.280
C -0.848 0.701 -0.165 -0.674
C -1.186 -0.706 0.218 0.101
O -0.365 -1.592 0.315 -0.461
H 2.138 -0.327 -0.916 0.264
H 2.036 0.280 0.833 0.245
H -1.612 1.474 -0.190 0.362
H -2.245 -0.931 0.421 0.325
```

Calculated values
E_tot	-6257.5609	eV
Kohn-Sham gap	10.484	eV
energy above the lowest of the compared OMol25 structures with the same formula, charge and spin	41.9	kcal/mol
LUMO	0.016	Ha



9.
2 unconnected molecules or ions with the total composition C4H4O in a non-equilibrium geometry. Source: the OMol25 dataset; level of theory: ωB97M-V/def2-TZVPD.

The geometry in XYZ format:
```
9
Properties=species:S:1:pos:R:3:mulliken_charge:R:1
C -2.267 0.268 -0.038 -0.275
C -1.064 -0.096 -0.022 0.099
C 0.161 -0.961 0.242 -0.402
C 0.364 0.322 -0.398 -0.016
O 0.956 1.420 0.099 -0.442
H 0.426 -1.054 1.291 0.214
H 0.205 -1.887 -0.312 0.225
H 0.447 0.458 -1.907 0.254
H 0.771 1.530 1.045 0.343
```

Calculated values
E_tot	-6253.4713	eV
Kohn-Sham gap	10.009	eV
energy above the lowest of the compared OMol25 structures with the same formula, charge and spin	136.2	kcal/mol
LUMO	-0.004	Ha



10.
A single C4H4O molecule in a non-equilibrium geometry. Source: the OMol25 dataset; level of theory: ωB97M-V/def2-TZVPD.

The geometry in XYZ format:
```
9
Properties=species:S:1:pos:R:3:mulliken_charge:R:1
C -1.363 1.176 0.466 -0.626
C -0.498 0.420 -0.170 0.296
C 0.429 -0.255 -0.840 -0.548
C 1.164 -1.202 -0.007 0.121
O 0.909 -1.338 1.144 -0.470
H -1.034 1.825 1.359 0.219
H -2.434 1.046 0.370 0.250
H 0.802 -0.144 -1.790 0.434
H 2.024 -1.527 -0.532 0.324
```

Calculated values
E_tot	-6257.4094	eV
Kohn-Sham gap	9.953	eV
energy above the lowest of the compared OMol25 structures with the same formula, charge and spin	45.4	kcal/mol
LUMO	0.007	Ha



11.
A molecular structure, C4H4O in a non-equilibrium geometry. Source: the OMol25 dataset; level of theory: ωB97M-V/def2-TZVPD.

The geometry in XYZ format:
```
9
Properties=species:S:1:pos:R:3:mulliken_charge:R:1
C -0.724 0.615 -0.094 -0.994
C 0.043 -1.124 0.051 0.881
O -0.891 -1.855 -0.123 -0.468
C 1.462 -1.264 0.309 -1.113
C 1.344 0.022 0.156 0.410
H -1.171 0.480 -1.083 0.279
H -0.306 1.627 0.000 0.377
H -1.454 0.452 0.704 0.297
H 1.696 1.048 0.080 0.332
```

Calculated values
E_tot	-6253.9155	eV
Kohn-Sham gap	9.631	eV
energy above the lowest of the compared OMol25 structures with the same formula, charge and spin	126.0	kcal/mol
LUMO	0.013	Ha



12.
2 unconnected molecules or ions with the total composition C4H4O. Source: the OMol25 dataset; level of theory: ωB97M-V/def2-TZVPD.

The geometry in XYZ format:
```
9
Properties=species:S:1:pos:R:3:mulliken_charge:R:1
C -1.799 0.555 -0.253 -0.884
C -0.507 0.680 -0.382 0.340
C 0.770 0.811 -0.506 -0.297
C 2.018 0.462 -0.364 0.719
O 3.158 0.238 -0.334 -0.372
H -2.318 1.102 0.533 0.248
H -2.345 -0.111 -0.921 0.249
H 0.278 -1.608 0.995 -0.254
H 0.745 -2.128 1.233 0.251
```

Calculated values
E_tot	-6256.3069	eV
Kohn-Sham gap	8.201	eV
energy above the lowest of the compared OMol25 structures with the same formula, charge and spin	70.9	kcal/mol
LUMO	-0.018	Ha



13.
A single C4H4O molecule in a non-equilibrium geometry. Source: the OMol25 dataset; level of theory: ωB97M-V/def2-TZVPD.

The geometry in XYZ format:
```
9
Properties=species:S:1:pos:R:3:mulliken_charge:R:1
O -2.463 -0.025 -0.081 -0.457
C -1.314 0.095 0.035 0.692
C -0.034 -0.882 0.257 -0.406
C 0.877 0.050 -0.595 -0.365
C -0.142 0.735 0.293 -0.448
H 0.344 -1.471 1.103 0.216
H 2.023 0.016 -0.253 0.225
H 0.796 -0.111 -1.733 0.214
H -0.087 1.592 0.973 0.330
```

Calculated values
E_tot	-6256.6587	eV
Kohn-Sham gap	10.213	eV
energy above the lowest of the compared OMol25 structures with the same formula, charge and spin	62.7	kcal/mol
LUMO	0.032	Ha



14.
2 unconnected molecules or ions with the total composition C4H4O in a non-equilibrium geometry. Source: the OMol25 dataset; level of theory: ωB97M-V/def2-TZVPD.

The geometry in XYZ format:
```
9
Properties=species:S:1:pos:R:3:mulliken_charge:R:1
C 1.222 3.454 -2.007 0.541
C 0.626 2.570 -1.460 -0.853
C -0.764 0.587 -0.213 0.739
C -0.328 -0.683 0.367 -0.849
O -1.860 1.051 -0.285 -0.361
H 0.021 1.317 -0.794 -0.085
H 0.682 -0.740 -0.160 0.314
H -1.045 -1.545 0.277 0.281
H -0.022 -0.665 1.422 0.273
```

Calculated values
E_tot	-6251.1805	eV
Kohn-Sham gap (spin up / spin down)	7.764 / 8.073	eV
energy above the lowest of the compared OMol25 structures with the same formula, charge and spin	189.1	kcal/mol
LUMO (spin up / spin down)	-0.080 / -0.087	Ha



15.
A single C4H4O molecule. Source: the OMol25 dataset; level of theory: ωB97M-V/def2-TZVPD.

The geometry in XYZ format:
```
9
Properties=species:S:1:pos:R:3:mulliken_charge:R:1
C 1.523 0.078 -0.275 -0.614
C 0.552 0.568 0.465 0.173
C -0.707 0.614 0.785 -0.426
C -1.233 -0.418 -0.207 0.056
O -1.576 -1.532 0.093 -0.459
H 1.899 0.593 -1.151 0.281
H 1.903 -0.912 -0.046 0.269
H -1.258 1.097 1.590 0.362
H -1.103 -0.090 -1.254 0.358
```

Calculated values
E_tot	-6257.2731	eV
Kohn-Sham gap	10.444	eV
energy above the lowest of the compared OMol25 structures with the same formula, charge and spin	48.6	kcal/mol
LUMO	0.025	Ha



16.
A molecular structure, C4H4O in a non-equilibrium geometry. Source: the OMol25 dataset; level of theory: ωB97M-V/def2-TZVPD.

The geometry in XYZ format:
```
9
Properties=species:S:1:pos:R:3:mulliken_charge:R:1
C 0.615 -0.671 2.721 -0.007
C -0.030 -0.533 1.741 -0.291
C -0.135 0.028 -1.042 -0.729
C -1.371 0.066 -0.508 0.288
O -1.538 0.095 0.775 -0.296
H 1.468 -1.204 3.243 0.295
H 0.363 0.133 -2.001 0.252
H 0.720 -0.153 -0.327 0.156
H -2.303 -0.034 -1.069 0.331
```

Calculated values
E_tot	-6252.9116	eV
Kohn-Sham gap (spin up / spin down)	7.736 / 7.735	eV
energy above the lowest of the compared OMol25 structures with the same formula, charge and spin	149.2	kcal/mol
LUMO (spin up / spin down)	-0.051 / -0.051	Ha



17.
2 unconnected molecules or ions with the total composition C4H4O2. Source: the OMol25 dataset; level of theory: ωB97M-V/def2-TZVPD.

The geometry in XYZ format:
```
10
Properties=species:S:1:pos:R:3:mulliken_charge:R:1
O -2.379 0.005 0.025 -0.358
C -1.376 -0.620 0.054 0.155
O -0.152 0.023 0.260 -0.387
C 0.276 2.023 -0.214 -0.352
C 0.946 -0.710 0.156 -0.073
C 1.921 -1.402 0.072 -0.034
H -1.251 -1.707 -0.063 0.352
H -0.543 2.003 -0.968 0.143
H -0.264 2.350 0.701 0.140
H 2.822 -1.966 -0.022 0.413
```

Calculated values
E_tot	-8300.3360	eV
Kohn-Sham gap	9.225	eV
energy above the lowest of the compared OMol25 structures with the same formula, charge and spin	155.5	kcal/mol
LUMO	0.009	Ha



18.
A single C4H4O2 molecule. Source: the OMol25 dataset; level of theory: ωB97M-V/def2-TZVPD.

The geometry in XYZ format:
```
10
Properties=species:S:1:pos:R:3:mulliken_charge:R:1
C -1.466 0.410 2.082 0.117
C -1.032 0.178 0.981 -0.343
C -0.447 0.111 -0.347 0.343
O -0.977 0.652 -1.297 -0.525
C 0.906 -0.570 -0.539 -0.372
O 1.672 0.187 -1.435 -0.495
H -1.851 0.625 3.056 0.395
H 1.444 -0.664 0.410 0.304
H 0.719 -1.590 -0.922 0.236
H 1.032 0.661 -1.988 0.340
```

Calculated values
E_tot	-8305.1356	eV
Kohn-Sham gap	10.355	eV
energy above the lowest of the compared OMol25 structures with the same formula, charge and spin	44.8	kcal/mol
LUMO	-0.007	Ha



19.
2 unconnected molecules or ions with the total composition C4H4O2 in a non-equilibrium geometry. Source: the OMol25 dataset; level of theory: ωB97M-V/def2-TZVPD.

The geometry in XYZ format:
```
10
Properties=species:S:1:pos:R:3:mulliken_charge:R:1
C -1.479 -0.162 -0.464 0.631
C -0.912 1.216 -0.497 -0.470
C -0.030 -0.270 -0.584 0.453
C 1.011 -0.801 0.319 -0.921
O -2.447 -0.834 -0.279 -0.469
O 0.134 0.967 -1.335 -0.131
H 0.188 2.534 1.424 0.037
H 1.311 -1.666 -0.124 0.314
H 0.443 -0.989 1.295 0.269
H 1.781 0.006 0.245 0.287
```

Calculated values
E_tot	-8299.0706	eV
Kohn-Sham gap (spin up / spin down)	7.519 / 8.981	eV
energy above the lowest of the compared OMol25 structures with the same formula, charge and spin	184.6	kcal/mol
LUMO (spin up / spin down)	-0.065 / -0.014	Ha



20.
A single C4H4O2 molecule in a non-equilibrium geometry. Source: the OMol25 dataset; level of theory: ωB97M-V/def2-TZVPD.

The geometry in XYZ format:
```
10
Properties=species:S:1:pos:R:3:mulliken_charge:R:1
C 0.468 1.094 -0.166 0.116
C 0.824 -0.291 -0.498 -0.064
O -0.389 1.778 -0.855 -0.546
O 1.608 -1.011 0.339 -0.500
C -0.898 -0.062 -0.032 -0.521
C -1.893 -0.615 0.401 0.046
H 1.282 -0.966 1.247 0.361
H 1.016 1.520 0.688 0.312
H 0.894 -0.544 -1.555 0.400
H -2.912 -0.904 0.431 0.395
```

Calculated values
E_tot	-8301.5578	eV
Kohn-Sham gap (spin up / spin down)	9.259 / 9.260	eV
energy above the lowest of the compared OMol25 structures with the same formula, charge and spin	127.3	kcal/mol
LUMO (spin up / spin down)	0.011 / 0.011	Ha